ORCA calculation (wB97M-V/def2-TZVPD) on a single C16H15BrS3 molecule.

Each line ends with the Mulliken charge.
Positions of all 35 atoms, in Å:
Br 6.10 0.00 -2.56  -0.176
C 4.23 0.00 -2.28  0.010
C 3.54 -1.22 -2.15  -0.378
C 2.18 -1.22 -1.82  -0.562
C 1.49 0.00 -1.61  0.205
S -0.15 -0.01 -1.08  0.021
C -1.15 0.00 0.93  1.066
C -2.62 0.00 0.59  -0.260
C -3.25 -1.20 0.29  -0.334
C -4.58 -1.21 -0.15  -0.724
C -5.27 0.00 -0.32  -0.346
C -4.62 1.21 -0.04  -0.722
C -3.29 1.21 0.40  -0.352
S -0.66 1.45 1.81  -0.139
C 1.13 1.24 1.77  -0.175
C 1.59 0.02 2.55  -0.590
C 1.13 -1.25 1.85  -0.286
S -0.66 -1.45 1.82  -0.123
C 2.18 1.22 -1.84  -0.540
C 3.53 1.22 -2.17  -0.376
H 4.06 -2.16 -2.30  0.401
H 1.62 -2.16 -1.72  0.459
H -2.70 -2.14 0.39  0.342
H -5.06 -2.16 -0.38  0.366
H -6.30 0.00 -0.66  0.383
H -5.14 2.16 -0.17  0.366
H -2.77 2.16 0.58  0.334
H 1.45 1.21 0.72  -0.216
H 1.49 2.17 2.23  0.442
H 2.68 0.02 2.63  0.372
H 1.18 0.05 3.57  0.337
H 1.50 -1.31 0.81  -0.089
H 1.45 -2.14 2.40  0.432
H 1.62 2.15 -1.75  0.447
H 4.06 2.15 -2.33  0.405

Properties
- HOMO (eV) = -7.959
- structure (SMILES) = Brc1ccc(SC2(c3ccccc3)SCCCS2)cc1
- gap between HOMO and LUMO (eV) = 7.0
- LUMO energy (eV) = -0.9681
- spin multiplicity = 1
- charge = 0



ORCA calculation (wB97M-V/def2-TZVPD) on a molecular structure, C16H15Cl3GeMoN4O6S3.

Each line ends with the Mulliken charge.
Positions of all 49 atoms, in Å:
Mo 0.84 0.65 -0.04  0.244
S -1.16 0.81 1.53  -0.444
C -0.92 2.52 1.49  1.552
S 0.46 2.96 0.55  -0.383
C -1.71 3.40 2.18  0.726
C -2.81 2.94 2.96  -0.215
N -3.71 2.60 3.60  -0.535
C -1.47 4.80 2.18  -0.394
N -1.30 5.94 2.20  -0.553
N 0.14 1.41 -2.13  -0.322
C 0.77 0.59 -3.19  -0.604
C 0.45 -0.89 -2.95  -0.723
C 0.68 -1.20 -1.49  0.825
O 1.69 -1.75 -1.05  -0.559
O -0.32 -0.88 -0.69  -0.323
H -0.87 1.45 -2.27  0.123
H 0.47 2.36 -2.19  0.321
H 1.85 0.74 -3.12  0.375
H 0.43 0.90 -4.18  0.412
H 1.10 -1.52 -3.57  0.361
H -0.59 -1.09 -3.17  0.252
C -2.07 -4.28 4.11  -1.516
C -1.15 -3.14 3.81  1.094
C -1.19 -1.98 4.58  -0.815
C -0.31 -0.93 4.34  -0.427
C 0.60 -1.05 3.31  0.169
C 0.66 -2.19 2.52  -0.092
C -0.21 -3.23 2.79  -1.117
S 1.76 0.28 3.03  1.184
O 1.12 1.52 3.34  -0.564
O 2.96 -0.05 3.76  -0.754
N 2.05 0.22 1.41  0.290
C 3.39 -0.18 1.00  -0.642
C 3.72 0.58 -0.29  0.514
O 4.85 0.68 -0.70  -0.692
O 2.65 1.06 -0.88  -0.568
H -3.02 -3.92 4.53  0.380
H -1.62 -4.96 4.85  0.313
H -2.28 -4.87 3.22  0.360
H -1.93 -1.88 5.37  0.356
H -0.35 -0.02 4.92  0.468
H 1.37 -2.26 1.71  0.220
H -0.17 -4.13 2.18  0.361
H 3.41 -1.24 0.72  0.257
H 4.12 0.01 1.77  0.542
Cl -3.60 -0.98 -2.24  -0.421
Ge -3.08 0.15 -0.33  0.754
Cl -5.02 -0.01 0.76  -0.371
Cl -3.28 2.23 -1.20  -0.417

Properties
- HOMO (alpha / beta) (eV) = -5.438 / -6.371
- gap between HOMO and LUMO (alpha / beta) (eV) = 7.0 / 6.3
- LUMO energy (alpha / beta) (eV) = 1.5318 / -0.0882
- spin multiplicity = 4
- charge = -1



Calculated F_max (eV/Å), listed in the same order as above: 3.01, 2.16